1) ORCA calculation (ωB97M-V/def2-TZVPD) on 2 unconnected molecules or ions with the total composition C2H3NO4S.

For the molecular weight, the calculation gives 137.12 g/mol. The value obtained for the HOMO-LUMO gap is 0.3250 hartree. As for the spin multiplicity: 1.

Each atom is followed by the atoms it is bonded to, with distances in Å.
CARTESIAN COORDINATES (ANGSTROEM)
1 C -2.03 -0.32 0.77  N3 1.203, O4 1.164
2 C 1.08 0.91 -1.32  O5 1.458, O7 1.329, S8 1.845
3 N -1.28 -1.00 1.41  C1 1.203, H10 0.994
4 O -2.65 0.49 0.19  C1 1.164
5 O 1.93 0.90 -0.14  C2 1.458, S8 1.552
6 O 1.61 -1.58 -0.17  S8 1.615, H9 1.052
7 O 0.29 1.98 -1.30  C2 1.329, H11 0.959
8 S 0.86 -0.18 0.15  C2 1.845, O5 1.552, O6 1.615
9 H 1.44 -1.94 -1.15  O6 1.052
10 H -1.53 -1.73 2.05  N3 0.994
11 H 0.29 2.47 -0.48  O7 0.959


2) ORCA calculation (ωB97M-V/def2-TZVPD) on C2H3NO4S in the gas phase.

For the molecular weight, the calculation gives 137.12 g/mol. The value obtained for the HOMO-LUMO gap is 0.3423 hartree. As for the spin multiplicity: 1.

Each atom is followed by the atoms it is bonded to, with distances in Å.
CARTESIAN COORDINATES (ANGSTROEM)
1 C 0.22 0.14 -0.38  C2 1.324, H9 1.130, H10 1.100
2 C -0.43 0.30 0.76  C1 1.324, S3 2.261, H11 1.013
3 S -2.49 0.85 0.01  C2 2.261, O4 1.430, O5 1.447, N6 1.955
4 O -3.27 1.75 0.81  S3 1.430
5 O -2.30 1.14 -1.39  S3 1.447
6 N -3.37 -0.89 0.17  S3 1.955, O7 1.176, O8 1.198
7 O -2.66 -1.83 0.22  N6 1.176
8 O -4.53 -0.74 -0.04  N6 1.198
9 H 1.09 -0.56 -0.55  C1 1.130
10 H -0.43 0.39 -1.23  C1 1.100
11 H -0.34 0.47 1.76  C2 1.013


Which is the most stable structure? 1) is the most stable.